8
Properties=species:S:1:pos:R:3:forces:R:3 method="wB97M-V/def2-TZVPD" e_homo_ev=-12.22 energy_ev=-8167.0638 lumo_energy_ev=-0.7 smiles=N#CC(O)C#N relative_energy_ev=2.649 mol_weight_da=82.1 homo_lumo_gap_ev=11.568
N -0.56724 0.81822 -2.08830 0.3 -4.5 6.1
C -0.50220 0.14401 -1.06921 -0.1 4.6 -5.7
C -0.40467 -0.25969 0.35819 0.6 -3.7 -3.1
O -0.51537 -1.75745 0.53166 4.3 1.0 -2.2
C 0.51450 0.57380 1.00698 11.4 4.3 1.3
N 1.63766 1.12322 1.13124 -8.7 -3.8 -0.4
H -1.29831 -0.19831 0.71348 -5.8 2.0 2.3
H 0.28258 -2.08095 -0.04312 -2.1 0.2 1.7

88
Properties=species:S:1:pos:R:3:forces:R:3 method="wB97M-V/def2-TZVPD" e_homo_ev="-3.59 / -3.59" energy_ev=-356500.2560 lumo_energy_ev="1.1 / 1.1" total_charge=-1 spin_multiplicity=2 relative_energy_ev=1.389 mol_weight_da=1186.2 homo_lumo_gap_ev="4.677 / 4.683"
Ti -2.70911 -0.09521 -1.13513 -0.9 0.2 -0.5
O -3.69868 1.11290 -0.02072 0.6 -0.4 -0.4
C -3.25624 1.77459 0.99184 0.4 0.2 0.5
C -1.89181 1.84259 1.41858 -0.3 -0.1 -0.2
C -1.58040 2.68034 2.50320 0.0 0.1 0.1
C -0.29135 2.79545 2.96269 0.1 -0.2 0.2
C 0.75855 2.06966 2.38734 -0.1 0.2 0.2
C 0.48079 1.25715 1.31819 -0.2 -0.2 -0.3
C -0.81846 1.12342 0.78493 0.1 0.0 0.1
O -0.99097 0.35677 -0.26254 -0.3 0.0 0.3
N -0.00304 3.70972 4.06982 0.2 0.6 -0.8
O 1.16051 3.83630 4.41317 0.0 -0.2 0.3
O -0.91168 4.39628 4.50257 -0.1 -0.2 0.3
H -3.99363 2.32450 1.57695 0.0 0.1 0.0
H -2.36493 3.25268 2.98055 0.0 0.0 0.0
H 1.75646 2.16570 2.78648 0.0 0.0 0.0
H 1.26377 0.67965 0.83876 -0.1 0.1 0.0
Se -7.71955 -3.84138 -3.24903 0.0 0.1 -0.1
Sb -6.08622 -2.76559 -4.66237 -0.1 -0.5 -0.1
Se -3.74237 0.24017 -3.37030 0.1 0.1 0.3
Se -4.63812 -1.46093 -2.07624 0.3 0.4 0.3
Se -4.21686 -4.26592 -4.98833 -0.1 0.1 -0.1
C -4.97445 -1.61929 1.49085 0.0 0.1 0.0
C -3.69012 -2.19536 0.99623 0.3 -0.1 0.0
O -2.81375 -1.51389 0.43732 -0.1 -0.1 0.1
N -3.46142 -3.49627 1.20473 0.1 0.1 0.0
C -2.26208 -4.15590 0.68938 0.1 0.1 0.2
C -0.98663 -3.48732 1.17595 -0.2 0.0 0.1
C -0.80004 -3.19811 2.52477 0.0 0.0 0.0
C 0.33365 -2.50165 2.90956 0.0 0.0 0.0
C 1.24949 -2.12962 1.93638 -0.1 0.0 0.1
C 0.99067 -2.49813 0.62653 0.1 0.1 0.1
N -0.09746 -3.16155 0.24757 0.0 -0.1 -0.1
H -5.54424 -1.26363 0.63182 0.0 0.0 -0.1
H -4.74862 -0.75557 2.11484 0.0 0.0 0.0
H -5.56148 -2.34508 2.04949 0.0 0.0 0.0
H -4.17355 -4.04258 1.65547 0.0 0.0 -0.1
H -2.26527 -4.14371 -0.39602 0.0 0.0 -0.2
H -2.30695 -5.19225 1.02449 0.0 0.0 0.0
H -1.54898 -3.49089 3.25205 0.0 0.0 0.0
H 0.49577 -2.24576 3.95019 0.0 0.0 0.0
H 2.14171 -1.56522 2.18177 0.0 0.0 0.0
H 1.69036 -2.23985 -0.16863 -0.7 -0.1 0.8
C 1.89427 -2.69559 -3.18203 -0.1 0.0 0.1
N 0.49815 -2.44771 -2.85464 0.0 -0.1 -0.5
C -0.04044 -1.40779 -2.23688 0.2 0.1 0.5
N -1.34122 -1.56125 -2.16042 -0.3 0.1 -0.2
C -1.57814 -2.72980 -2.83957 0.3 0.0 0.1
N -0.47505 -3.29631 -3.27396 -0.1 0.1 0.2
C 2.76407 -2.70339 -1.94904 0.3 0.0 -0.4
C 3.14742 -3.88639 -1.33207 0.1 0.0 -0.1
C 3.93015 -3.85633 -0.18220 0.0 0.1 0.0
C 4.31711 -2.64661 0.37475 0.0 -0.1 0.0
C 3.91620 -1.45903 -0.22922 0.2 0.2 0.0
C 3.16150 -1.49426 -1.39314 0.4 0.1 -0.4
C 4.21315 -0.16745 0.39630 0.0 0.1 0.0
N 4.96558 0.11072 1.40204 0.0 0.2 0.0
N 4.80418 1.47823 1.65122 0.0 -0.2 0.0
C 3.95789 1.90890 0.78070 0.0 0.0 0.0
O 3.55210 0.92701 -0.06200 -0.1 -0.1 -0.1
C 3.33830 3.23168 0.65627 0.0 0.0 -0.1
C 3.53944 4.17921 1.65782 0.0 0.0 0.0
C 2.83952 5.37129 1.61469 0.0 0.0 0.0
C 1.94286 5.61923 0.58143 0.0 0.0 0.0
C 1.75683 4.68901 -0.43205 0.0 -0.1 -0.1
C 0.78964 4.97593 -1.56217 0.1 -0.2 0.1
N -0.04055 3.83831 -1.91755 0.0 0.0 0.0
C -1.20064 3.43751 -1.37900 -0.1 0.2 0.0
N -1.66374 2.38715 -2.02100 0.2 -0.3 -0.1
C -0.70886 2.16531 -2.96356 0.1 0.0 0.1
N 0.30324 3.00658 -2.93011 -0.2 0.1 -0.1
C 2.46632 3.49323 -0.39626 -0.1 0.0 0.1
H 2.23679 -1.93284 -3.88309 0.0 0.0 0.0
H 1.90114 -3.65318 -3.69236 0.0 -0.1 0.0
H 0.51268 -0.59860 -1.78768 0.0 0.0 0.0
H -2.56420 -3.14084 -3.02056 0.0 0.0 0.0
H 2.82922 -4.83420 -1.74972 0.0 0.0 0.0
H 4.22891 -4.78407 0.28868 0.0 0.0 0.0
H 4.90284 -2.60815 1.28472 0.0 0.0 0.0
H 2.88095 -0.56289 -1.87074 0.0 0.0 0.0
H 4.20630 3.95014 2.47909 0.0 0.0 0.0
H 2.96028 6.09533 2.41043 0.0 0.0 0.0
H 1.37282 6.54237 0.57450 0.0 0.0 0.0
H 1.32271 5.25502 -2.46902 0.0 0.0 0.0
H 0.13707 5.80324 -1.29076 0.0 0.0 0.0
H -1.67296 3.94095 -0.54821 0.0 0.0 0.0
H -0.77473 1.36654 -3.68624 0.0 0.0 0.0
H 2.29756 2.74653 -1.16251 0.0 0.0 0.0